No. 1
The following is a DFT calculation (the ωB97M-V functional and the def2-TZVPD basis) of a structure of composition C58H43BF5I2N5OP2SiW.

```
! RIJCOSX wB97M-V def2-TZVPD def2/J DEFGRID3
* xyz 0 3
W 0.564 0.169 -1.342
C -2.371 2.500 -0.566
Si -0.809 1.746 0.177
C -1.550 1.473 1.949
C -1.471 2.586 2.803
C -2.079 2.618 4.044
C -2.821 1.526 4.481
C -2.937 0.427 3.654
C -2.305 0.386 2.404
P -2.608 -1.045 1.318
C -4.445 -1.140 1.434
C -5.162 0.008 1.087
C -6.547 0.004 1.066
C -7.245 -1.155 1.385
C -6.545 -2.300 1.728
C -5.154 -2.294 1.752
C -2.067 -2.502 2.287
C -1.477 -2.449 3.548
C -1.034 -3.607 4.172
C -1.169 -4.839 3.548
C -1.748 -4.907 2.289
C -2.185 -3.747 1.665
C 0.466 3.168 0.401
C 0.091 4.514 0.418
C 1.028 5.535 0.461
C 2.383 5.228 0.501
C 2.791 3.905 0.494
C 1.842 2.896 0.427
P 2.150 1.072 0.549
C 2.301 1.219 2.416
C 3.474 1.851 2.847
C 3.661 2.190 4.175
C 2.668 1.925 5.109
C 1.491 1.334 4.690
C 1.307 0.986 3.356
C 3.744 0.165 0.162
C 4.026 -0.247 -1.146
C 5.044 -1.146 -1.418
C 5.780 -1.707 -0.385
C 5.462 -1.376 0.921
C 4.452 -0.461 1.191
H -2.874 3.128 0.175
H -3.061 1.699 -0.848
H -2.176 3.091 -1.458
H -0.889 3.447 2.496
H -1.977 3.495 4.671
H -3.317 1.542 5.443
H -3.550 -0.411 3.966
H -4.629 0.921 0.845
H -7.082 0.907 0.800
H -8.328 -1.161 1.370
H -7.078 -3.206 1.985
H -4.628 -3.196 2.040
H -1.335 -1.497 4.041
H -0.569 -3.542 5.148
H -0.816 -5.739 4.035
H -1.849 -5.859 1.785
H -2.632 -3.821 0.679
H -0.962 4.769 0.369
H 0.705 6.568 0.452
H 3.123 6.018 0.526
H 3.850 3.675 0.519
H 4.257 2.093 2.139
H 4.583 2.669 4.477
H 2.813 2.186 6.149
H 0.693 1.141 5.397
H 0.375 0.549 3.071
H 3.423 0.077 -1.983
H 5.229 -1.430 -2.446
H 6.568 -2.419 -0.595
H 5.982 -1.842 1.747
H 4.215 -0.270 2.225
I 2.867 0.181 -6.048
C 1.341 -1.042 -5.361
C 0.736 -1.989 -6.214
C -0.243 -2.828 -5.758
I -1.059 -4.222 -7.081
C -0.673 -2.764 -4.406
C -1.644 -3.594 -3.803
C -1.909 -3.467 -2.470
C -1.246 -2.479 -1.722
N -0.391 -1.648 -2.262
C -0.076 -1.795 -3.585
C 0.949 -0.926 -4.048
O 1.492 -0.137 -3.166
H 1.071 -2.059 -7.240
H -2.159 -4.334 -4.402
H -2.636 -4.096 -1.974
H -1.449 -2.333 -0.671
B -0.227 3.254 -3.355
N -1.094 1.994 -3.595
C -2.158 1.975 -4.400
C -2.939 0.876 -4.090
C -2.250 0.259 -3.060
N -1.121 0.926 -2.769
N 1.257 2.872 -3.256
C 2.217 3.521 -3.920
C 3.424 3.299 -3.290
C 3.089 2.481 -2.222
N 1.781 2.208 -2.197
H -0.549 3.763 -2.313
H -0.379 3.986 -4.301
H -2.298 2.767 -5.116
H -3.868 0.570 -4.537
H -2.546 -0.614 -2.511
H 1.963 4.123 -4.775
H 4.397 3.675 -3.553
H 3.760 2.132 -1.461
F 2.395 -2.516 -2.258
C 2.144 -2.597 -0.937
C 1.356 -1.652 -0.280
C 1.243 -1.917 1.072
F 0.426 -1.167 1.830
C 1.880 -2.939 1.756
F 1.740 -3.072 3.078
C 2.671 -3.820 1.053
F 3.306 -4.815 1.674
C 2.791 -3.651 -0.312
F 3.560 -4.488 -1.015
*
```

Computed properties:
- Frontier orbital gap (alpha / beta): 0.2423 / 0.2567 Eh
- <S²>: 2.018
- Strongest force on any atom: 0.78 eV/A
- E: -129088.248 eV
- Highest occupied orbital energy (alpha / beta): -0.2652 / -0.2857 hartree
- LUMO level (alpha / beta): -0.02283 / -0.02897 Eh

No. 2
The following is a DFT calculation (the ωB97M-V functional and the def2-TZVPD basis) of a structure of composition C58H48ClNO6PSZr at a distorted geometry.

```
! RIJCOSX wB97M-V def2-TZVPD def2/J DEFGRID3
* xyz -1 1
Zr 0.690 -0.717 1.054
O -0.785 0.522 1.481
C -2.057 1.111 1.465
C -2.640 0.923 0.051
C -2.939 -0.516 -0.258
C -4.221 -1.033 -0.125
C -4.421 -2.380 -0.357
C -3.349 -3.158 -0.761
C -2.107 -2.563 -0.912
C -0.924 -3.328 -1.454
C 0.167 -3.606 -0.409
O 0.610 -2.357 0.049
C -0.435 -4.422 0.742
C -1.074 -3.788 1.801
C -1.644 -4.504 2.841
C -1.600 -5.893 2.824
C -0.990 -6.543 1.758
C -0.409 -5.811 0.728
C 1.375 -4.317 -1.004
C 2.503 -4.471 -0.198
C 3.622 -5.131 -0.675
C 3.634 -5.651 -1.968
C 2.522 -5.490 -2.778
C 1.396 -4.824 -2.296
N -1.900 -1.271 -0.622
C -1.947 2.592 1.841
C -1.632 2.932 3.158
C -1.532 4.256 3.543
C -1.770 5.272 2.616
C -2.095 4.945 1.312
C -2.171 3.608 0.924
C -2.983 0.433 2.485
C -4.281 0.928 2.620
C -5.186 0.342 3.488
C -4.805 -0.753 4.259
C -3.510 -1.232 4.152
C -2.601 -0.643 3.271
H -1.897 1.282 -0.664
H -3.553 1.511 -0.054
H -5.036 -0.385 0.170
H -5.404 -2.818 -0.227
H -3.464 -4.215 -0.966
H -0.473 -2.724 -2.246
H -1.279 -4.272 -1.867
H -1.122 -2.711 1.808
H -2.118 -3.975 3.659
H -2.030 -6.464 3.639
H -0.951 -7.625 1.733
H 0.084 -6.331 -0.087
H 2.499 -4.056 0.805
H 4.491 -5.240 -0.035
H 4.508 -6.173 -2.340
H 2.524 -5.874 -3.791
H 0.550 -4.691 -2.954
H -1.458 2.143 3.883
H -1.278 4.499 4.568
H -1.696 6.312 2.915
H -2.279 5.721 0.578
H -2.407 3.378 -0.107
H -4.584 1.796 2.042
H -6.188 0.744 3.572
H -5.509 -1.214 4.941
H -3.193 -2.067 4.765
H -1.587 -1.011 3.231
Cl 3.319 -1.027 -0.250
C 3.884 0.304 -1.214
C 5.040 0.078 -1.938
C 5.505 1.078 -2.780
C 4.799 2.269 -2.886
C 3.642 2.465 -2.141
C 3.165 1.487 -1.276
P 1.666 1.708 -0.242
C 2.494 2.610 1.190
C 3.775 3.164 1.168
C 4.309 3.788 2.293
C 3.571 3.869 3.468
C 2.298 3.315 3.505
C 1.783 2.688 2.382
C 0.774 3.165 -0.995
C 1.012 4.475 -0.564
C 0.409 5.557 -1.195
C -0.462 5.356 -2.256
C -0.731 4.060 -2.677
C -0.115 2.980 -2.054
H 5.551 -0.874 -1.855
H 6.408 0.917 -3.357
H 5.147 3.053 -3.548
H 3.098 3.399 -2.236
H 4.381 3.126 0.271
H 5.308 4.205 2.246
H 3.990 4.341 4.348
H 1.710 3.349 4.415
H 0.798 2.238 2.444
H 1.668 4.669 0.269
H 0.622 6.559 -0.841
H -0.927 6.203 -2.749
H -1.407 3.873 -3.504
H -0.312 1.982 -2.405
O 2.421 -2.526 2.359
S 2.004 -1.401 3.192
O 2.494 -1.318 4.522
O 2.279 -0.149 2.348
O 0.463 -1.367 3.085
C 0.788 -0.028 -2.379
C 0.133 0.290 -3.613
C 0.899 0.653 -4.750
C 0.315 1.037 -5.944
C -1.075 1.093 -6.085
C -1.852 0.750 -4.982
C -1.272 0.362 -3.777
H 1.790 -0.433 -2.508
H 0.228 -0.582 -1.660
H 1.983 0.629 -4.665
H 0.952 1.299 -6.782
H -1.530 1.390 -7.021
H -2.934 0.778 -5.059
H -1.914 0.096 -2.934
*
```

Computed properties:
- Frontier orbital gap: 0.2050 Eh
- Strongest force on any atom: 2.07 eV/A
- E: -108634.190 eV
- Highest occupied orbital energy: -0.1157 hartree
- LUMO level: 0.08929 Eh
- ΔE to the lowest compared entry with this formula, charge and spin: 0.0 kJ/mol

No. 3
The following is a DFT calculation (the ωB97M-V functional and the def2-TZVPD basis) of a structure of composition C58H52AgClGeO2P2S at a distorted geometry.

```
! RIJCOSX wB97M-V def2-TZVPD def2/J DEFGRID3
* xyz 0 1
Ag -0.199 -0.125 -0.518
O -1.089 -0.082 -3.319
C -0.235 -0.491 -2.581
C 0.902 -1.283 -3.176
C 0.837 -1.527 -4.552
C 1.893 -2.127 -5.205
C 3.032 -2.486 -4.490
C 3.099 -2.251 -3.130
C 2.025 -1.671 -2.449
P 2.095 -1.292 -0.642
C 2.271 -2.971 0.088
C 2.270 -3.059 1.483
C 2.476 -4.273 2.120
C 2.683 -5.424 1.371
C 2.664 -5.351 -0.014
C 2.451 -4.136 -0.655
C 3.836 -0.716 -0.624
C 4.125 0.425 -1.372
C 5.428 0.879 -1.490
C 6.458 0.199 -0.853
C 6.175 -0.925 -0.091
C 4.868 -1.381 0.028
H -0.044 -1.208 -5.090
H 1.850 -2.292 -6.274
H 3.874 -2.932 -5.006
H 4.005 -2.497 -2.590
H 2.112 -2.155 2.058
H 2.468 -4.328 3.202
H 2.850 -6.372 1.866
H 2.813 -6.247 -0.604
H 2.418 -4.113 -1.733
H 3.316 0.948 -1.871
H 5.644 1.758 -2.083
H 7.479 0.547 -0.953
H 6.977 -1.456 0.407
H 4.665 -2.261 0.623
Cl -0.557 0.913 1.665
Ge -2.279 1.204 -0.979
C -1.912 2.573 -2.338
C -2.765 2.671 -3.434
C -2.577 3.660 -4.389
C -1.532 4.566 -4.253
C -0.684 4.486 -3.158
C -0.871 3.489 -2.209
C -3.358 2.107 0.388
C -2.939 3.261 1.050
C -3.795 3.931 1.910
C -5.084 3.454 2.123
C -5.508 2.300 1.482
C -4.645 1.630 0.623
H -3.369 0.331 -1.645
H -3.576 1.958 -3.536
H -3.244 3.727 -5.239
H -1.387 5.336 -5.001
H 0.122 5.200 -3.042
H -0.197 3.424 -1.361
H -1.934 3.636 0.894
H -3.465 4.827 2.421
H -5.757 3.987 2.783
H -6.509 1.922 1.649
H -4.973 0.726 0.122
O 2.478 -0.021 1.873
S 1.981 0.830 2.994
C 1.136 -0.318 4.177
C 0.548 0.460 5.321
C 1.182 0.487 6.562
C 0.679 1.255 7.604
C -0.479 1.996 7.423
C -1.133 1.956 6.199
C -0.622 1.201 5.153
C 3.505 1.016 4.036
C 4.210 2.259 3.592
C 5.161 2.204 2.577
C 5.768 3.365 2.120
C 5.432 4.592 2.675
C 4.482 4.654 3.685
C 3.872 3.495 4.139
H 1.877 -1.046 4.510
H 0.368 -0.791 3.570
H 2.068 -0.116 6.728
H 1.194 1.274 8.556
H -0.867 2.602 8.232
H -2.046 2.519 6.053
H -1.132 1.186 4.198
H 4.091 0.114 3.859
H 3.180 1.085 5.072
H 5.422 1.244 2.143
H 6.505 3.308 1.328
H 5.912 5.495 2.321
H 4.213 5.609 4.121
H 3.130 3.544 4.929
C -0.921 -4.367 0.987
P -1.202 -2.774 0.097
C -2.782 -2.328 0.913
C -2.622 -1.823 2.206
C -3.712 -1.392 2.942
C -4.983 -1.450 2.385
C -5.157 -1.980 1.117
C -4.064 -2.427 0.382
C -1.581 -3.400 -1.579
C -0.830 -4.462 -2.091
C -0.913 -4.809 -3.431
C -1.749 -4.101 -4.283
C -2.517 -3.062 -3.782
C -2.427 -2.705 -2.444
H 0.030 -4.813 0.700
H -1.737 -5.056 0.767
H -0.893 -4.162 2.056
H -1.624 -1.759 2.625
H -3.568 -0.997 3.940
H -5.832 -1.074 2.941
H -6.150 -2.042 0.690
H -4.220 -2.853 -0.600
H -0.157 -5.010 -1.445
H -0.312 -5.625 -3.811
H -1.787 -4.354 -5.335
H -3.170 -2.501 -4.440
H -2.992 -1.856 -2.082
*
```

Computed properties:
- Frontier orbital gap: 0.2592 Eh
- Strongest force on any atom: 1.27 eV/A
- E: -167535.267 eV
- Highest occupied orbital energy: -0.2787 hartree
- LUMO level: -0.01947 Eh

No. 4
The following is a DFT calculation (the ωB97M-V functional and the def2-TZVPD basis) of a structure of composition C58H53FGeLiN2P3 at a distorted geometry.

```
! RIJCOSX wB97M-V def2-TZVPD def2/J DEFGRID3
* xyz 2 1
Li -12.895 -15.594 -5.580
F -8.950 -16.302 -8.787
Ge -10.569 -17.020 -8.426
C -11.550 -16.104 -9.880
C -10.837 -15.103 -10.545
C -11.248 -14.624 -11.831
C -12.482 -14.992 -12.269
C -13.310 -15.834 -11.475
C -12.869 -16.360 -10.270
P -13.977 -17.399 -9.223
C -14.334 -18.610 -10.568
C -15.609 -19.153 -10.742
C -15.887 -19.868 -11.910
C -14.921 -20.201 -12.867
C -13.646 -19.717 -12.650
C -13.327 -18.931 -11.501
C -15.542 -16.414 -9.303
C -15.500 -15.024 -9.612
C -16.703 -14.337 -9.501
C -17.883 -14.971 -9.088
C -17.860 -16.271 -8.731
C -16.676 -17.004 -8.799
C -11.051 -16.068 -6.813
C -11.691 -14.789 -7.087
C -11.026 -13.629 -6.715
C -9.833 -13.670 -5.998
C -9.318 -14.876 -5.545
C -10.021 -16.084 -5.799
P -9.626 -17.628 -4.966
C -10.551 -17.404 -3.419
C -11.475 -18.360 -3.034
C -12.203 -18.080 -1.867
C -12.129 -16.863 -1.234
C -11.064 -16.024 -1.544
C -10.252 -16.271 -2.622
C -7.957 -17.596 -4.328
C -6.948 -16.843 -4.913
C -5.729 -16.696 -4.234
C -5.451 -17.364 -3.053
C -6.481 -18.141 -2.479
C -7.650 -18.364 -3.197
C -10.173 -18.912 -8.667
C -9.511 -19.070 -9.899
C -9.177 -20.371 -10.376
C -9.445 -21.424 -9.556
C -10.004 -21.265 -8.250
C -10.336 -19.981 -7.761
P -11.182 -20.061 -6.159
C -12.645 -21.024 -6.411
C -13.436 -21.325 -5.290
C -14.796 -21.588 -5.438
C -15.413 -21.558 -6.711
C -14.575 -21.327 -7.806
C -13.207 -21.052 -7.713
C -10.117 -21.166 -5.125
C -8.759 -20.796 -5.085
C -7.915 -21.580 -4.285
C -8.414 -22.540 -3.425
C -9.718 -22.963 -3.559
C -10.535 -22.341 -4.496
H -9.837 -14.846 -10.145
H -10.657 -13.846 -12.287
H -12.800 -14.571 -13.241
H -14.308 -16.028 -11.820
H -16.371 -18.923 -10.006
H -16.950 -20.182 -12.031
H -15.201 -20.800 -13.718
H -12.868 -19.912 -13.405
H -12.347 -18.573 -11.417
H -14.606 -14.472 -9.868
H -16.727 -13.286 -9.659
H -18.768 -14.355 -9.028
H -18.761 -16.736 -8.372
H -16.585 -18.039 -8.421
H -12.545 -14.752 -7.729
H -11.498 -12.632 -6.990
H -9.268 -12.761 -5.805
H -8.454 -14.901 -4.900
H -11.686 -19.239 -3.639
H -12.958 -18.764 -1.551
H -12.905 -16.584 -0.526
H -10.851 -15.118 -0.955
H -9.420 -15.554 -2.869
H -7.140 -16.246 -5.784
H -5.036 -16.007 -4.657
H -4.475 -17.224 -2.533
H -6.312 -18.708 -1.578
H -8.380 -19.122 -2.878
H -9.164 -18.215 -10.441
H -8.753 -20.427 -11.347
H -9.298 -22.487 -9.856
H -10.163 -22.150 -7.666
H -13.030 -21.331 -4.269
H -15.353 -21.697 -4.550
H -16.480 -21.617 -6.906
H -15.056 -21.375 -8.755
H -12.620 -20.880 -8.574
H -8.300 -20.067 -5.761
H -6.873 -21.397 -4.347
H -7.693 -23.044 -2.770
H -10.088 -23.807 -2.988
H -11.441 -22.893 -4.827
N -15.709 -12.466 -3.531
C -15.795 -13.879 -3.098
C -15.005 -14.744 -4.048
N -13.810 -14.093 -4.624
C -13.260 -13.045 -3.738
C -14.282 -11.937 -3.440
H -16.368 -11.851 -2.971
H -16.066 -12.354 -4.509
H -16.907 -14.114 -3.157
H -15.472 -13.979 -2.037
H -15.691 -15.048 -4.887
H -14.724 -15.644 -3.511
H -14.166 -13.615 -5.480
H -12.385 -12.591 -4.194
H -12.976 -13.535 -2.816
H -14.159 -11.093 -4.147
H -14.149 -11.481 -2.430
*
```

Computed properties:
- Frontier orbital gap: 0.1690 Eh
- Strongest force on any atom: 3.02 eV/A
- E: -151275.215 eV
- Highest occupied orbital energy: -0.3912 hartree
- LUMO level: -0.22223 Eh